# 1
{"formula": "C27H46BrCdNOP2S", "method": "the ωB97M-V functional and the def2-TZVPD basis", "energy_ha": -5008.49190, "e_lumo_ev": -6.67, "charge": 2, "homo_lumo_gap_ev": 5.9, "elements": ["Cd", "Br", "S", "P", "P", "O", "N", "C", "C", "C", "C", "C", "C", "C", "C", "C", "C", "C", "C", "C", "C", "C", "C", "C", "C", "C", "C", "C", "C", "C", "C", "C", "C", "C", "H", "H", "H", "H", "H", "H", "H", "H", "H", "H", "H", "H", "H", "H", "H", "H", "H", "H", "H", "H", "H", "H", "H", "H", "H", "H", "H", "H", "H", "H", "H", "H", "H", "H", "H", "H", "H", "H", "H", "H", "H", "H", "H", "H", "H", "H"], "xyz": [[0.406, -0.205, -0.185], [1.061, 3.968, -3.544], [0.489, -0.128, 3.409], [-0.546, -2.589, -0.165], [2.575, 0.567, -1.199], [0.971, 0.173, 1.976], [-5.065, -1.068, 3.421], [-1.402, -2.187, -2.839], [0.972, 1.351, 4.312], [-2.529, -3.028, 1.853], [-1.441, 2.609, -3.075], [-0.413, 3.338, -2.457], [4.075, -0.493, -1.197], [-5.471, -0.947, 2.154], [-1.714, 3.553, -0.443], [2.091, 0.764, -2.956], [1.745, -1.255, 4.073], [-2.778, 2.832, -1.050], [2.995, 2.171, -0.400], [-2.297, -2.845, 0.355], [-3.738, 0.909, 3.179], [3.181, 0.877, -4.019], [-4.197, -0.183, 3.925], [-0.579, -3.102, -1.931], [-4.213, 1.097, 1.856], [-0.533, 3.799, -1.144], [5.436, 0.197, -1.267], [-2.629, 2.396, -2.385], [-3.890, 2.368, -0.263], [1.899, -3.858, 0.505], [0.378, -3.991, 0.608], [-5.045, 0.087, 1.318], [-3.775, 2.240, 1.093], [3.675, 3.257, -1.221], [1.441, 1.657, -3.005], [0.038, -4.919, 0.122], [3.967, -1.194, -2.039], [2.264, -2.954, 1.012], [1.599, -2.239, 3.608], [-3.462, 1.863, -2.854], [-3.007, 1.587, 3.617], [5.596, 0.715, -2.222], [0.279, 4.373, -0.696], [2.707, 1.154, -4.969], [-0.961, -4.135, -1.961], [0.469, -3.130, -2.263], [1.581, -1.332, 5.155], [-4.762, 1.978, -0.786], [-2.837, -1.949, 0.009], [-1.275, -2.503, -3.881], [2.233, -3.833, -0.540], [-2.278, -2.116, 2.411], [-1.824, 3.917, 0.576], [0.870, 1.171, 5.390], [3.692, -0.079, -4.182], [-5.358, 0.112, 0.268], [3.890, 4.110, -0.563], [0.286, 2.149, 3.996], [1.445, -0.105, -3.181], [0.071, -4.045, 1.662], [-2.471, -2.245, -2.601], [3.019, 3.634, -2.017], [2.039, 2.553, -0.001], [-1.316, 2.263, -4.099], [2.377, -4.723, 0.983], [-2.697, -3.703, -0.210], [3.998, -1.089, -0.271], [3.617, 1.915, 0.473], [6.221, -0.565, -1.188], [3.926, 1.649, -3.789], [4.624, 2.933, -1.664], [-1.950, -3.861, 2.267], [-3.349, 3.053, 1.689], [-6.177, -1.696, 1.782], [-3.591, -3.235, 2.035], [5.592, 0.910, -0.449], [2.011, 1.588, 4.041], [-3.876, -0.326, 4.958], [-1.097, -1.133, -2.774], [2.740, -0.847, 3.851]]}

# 2
{"formula": "C27H46BrCeNOP2", "method": "the ωB97M-V functional and the def2-TZVPD basis", "energy_ha": -4916.56157, "e_lumo_ev": [-14.21, -14.21], "charge": 4, "homo_lumo_gap_ev": [5.0, 4.9], "elements": ["Ce", "Br", "P", "P", "O", "N", "C", "C", "C", "C", "C", "C", "C", "C", "C", "C", "C", "C", "C", "C", "C", "C", "C", "C", "C", "C", "C", "C", "C", "C", "C", "C", "C", "H", "H", "H", "H", "H", "H", "H", "H", "H", "H", "H", "H", "H", "H", "H", "H", "H", "H", "H", "H", "H", "H", "H", "H", "H", "H", "H", "H", "H", "H", "H", "H", "H", "H", "H", "H", "H", "H", "H", "H", "H", "H", "H", "H", "H", "H"], "xyz": [[1.115, -3.360, -0.213], [-0.665, 1.320, -0.548], [-1.152, -2.835, -3.384], [1.512, 3.485, -0.917], [0.016, -1.551, 0.778], [6.006, -6.252, 0.647], [1.241, 1.612, -0.824], [4.233, -4.920, 1.544], [4.926, -4.636, -0.763], [4.139, -4.209, 0.325], [-1.243, -0.928, 2.778], [3.268, -3.020, 0.234], [2.952, -2.325, -0.998], [-2.140, -1.570, -2.439], [1.998, 1.054, 0.329], [0.703, 4.251, 0.509], [0.718, 4.040, -2.440], [-0.528, -0.934, -5.334], [3.302, 3.718, -0.874], [5.875, -5.647, -0.535], [0.021, -1.576, 2.244], [5.205, -5.919, 1.658], [2.642, -0.145, 0.239], [3.922, 3.866, 0.518], [2.673, -0.883, -0.979], [0.068, -1.658, -4.133], [2.315, -0.188, -2.166], [1.614, 4.118, -3.676], [-0.216, -3.754, -2.155], [0.593, 5.777, 0.460], [1.646, 0.996, -2.125], [-0.460, -5.241, -1.836], [-3.544, -1.463, -3.030], [2.569, -0.648, -3.125], [3.179, -0.539, 1.110], [3.524, 4.595, -1.501], [0.997, 4.387, -4.542], [2.386, 4.889, -3.567], [-1.540, -5.413, -1.731], [-0.294, 3.792, 0.571], [-1.175, -0.869, 3.868], [-0.046, -5.867, -2.634], [-2.204, -1.854, -1.378], [4.836, -4.185, -1.757], [0.388, -0.945, -3.360], [3.384, 4.591, 1.142], [0.935, -1.071, 2.585], [-0.681, -3.113, -1.305], [-0.938, -1.638, -6.066], [3.031, -2.533, 1.220], [-1.385, 0.083, 2.387], [1.931, 1.587, 1.281], [-0.128, 3.357, -2.614], [-1.322, -0.233, -5.053], [0.255, -0.359, -5.837], [6.552, -5.964, -1.335], [-3.535, -1.289, -4.112], [-0.180, -0.633, 0.442], [0.081, 6.132, 1.364], [3.578, -4.693, 2.391], [4.957, 4.214, 0.410], [0.870, -3.557, -2.445], [3.093, -2.821, -1.980], [1.251, 3.936, 1.407], [1.576, 6.264, 0.428], [0.088, -2.636, 2.525], [3.733, 2.843, -1.386], [-1.613, -0.607, -2.483], [-4.083, -0.633, -2.562], [-4.119, -2.376, -2.840], [0.014, -5.580, -0.883], [2.103, 3.165, -3.905], [0.284, 5.027, -2.222], [-2.119, -1.536, 2.525], [3.954, 2.905, 1.046], [0.006, 6.119, -0.401], [0.946, -2.251, -4.424], [5.335, -6.449, 2.608], [1.256, 1.458, -3.036]]}

# 3
{"formula": "C27H46BrN3OOsP2", "method": "the ωB97M-V functional and the def2-TZVPD basis", "spin_multiplicity": 5, "energy_ha": -4641.68086, "e_lumo_ev": [-12.84, -15.13], "charge": 4, "s_squared": 6.055, "homo_lumo_gap_ev": [7.2, 5.1], "elements": ["Os", "Br", "P", "P", "O", "N", "N", "N", "C", "C", "C", "C", "C", "C", "C", "C", "C", "C", "C", "C", "C", "C", "C", "C", "C", "C", "C", "C", "C", "C", "C", "C", "C", "C", "C", "H", "H", "H", "H", "H", "H", "H", "H", "H", "H", "H", "H", "H", "H", "H", "H", "H", "H", "H", "H", "H", "H", "H", "H", "H", "H", "H", "H", "H", "H", "H", "H", "H", "H", "H", "H", "H", "H", "H", "H", "H", "H", "H", "H", "H", "H"], "xyz": [[-0.150, -0.317, -0.603], [-0.654, -5.159, -3.376], [-1.355, -2.184, 0.027], [-1.584, 1.333, -0.131], [1.102, -0.544, 1.369], [1.879, -1.142, 3.439], [0.445, 0.615, 3.247], [3.336, 4.586, -0.817], [3.524, 3.682, 0.140], [2.795, -2.181, 3.000], [1.399, -3.201, -2.726], [1.144, -0.367, 2.625], [2.205, 2.057, -1.053], [-2.244, 1.934, 1.500], [-0.065, -3.429, 0.459], [-2.813, -3.531, 2.079], [0.843, 0.379, -2.363], [2.037, 3.017, -2.070], [-3.160, 1.013, -1.069], [2.616, 4.285, -1.893], [0.235, -3.403, -3.458], [0.105, -1.136, -4.161], [0.993, -0.873, -3.087], [1.725, 0.668, -1.258], [-2.986, 0.927, -2.583], [1.844, -1.888, -2.600], [-0.407, -4.866, 0.123], [-2.987, 0.951, 2.390], [2.938, 2.408, 0.095], [-3.455, -3.767, -1.205], [-2.392, -2.691, -1.404], [-0.312, -2.449, -4.316], [-1.056, 2.977, -0.815], [-0.318, 3.886, 0.171], [-2.488, -2.175, 1.475], [-0.413, 2.777, -1.684], [-0.951, 4.208, 1.005], [-3.047, -4.685, -0.768], [-3.554, 1.506, 3.150], [-2.168, 0.249, -2.867], [1.518, 2.794, -3.004], [-0.292, -0.311, -4.750], [0.852, -3.119, -0.066], [-1.078, -2.726, -5.035], [0.431, -5.516, 0.400], [-3.852, 1.824, -0.798], [-1.686, -3.027, -2.173], [-3.699, 0.334, 1.833], [1.863, -0.891, 4.424], [2.716, -2.307, 1.915], [2.793, -1.646, -2.134], [-1.922, -4.022, 2.480], [-2.848, -1.767, -1.794], [4.168, 3.955, 0.976], [-1.297, -5.234, 0.646], [0.137, -3.316, 1.536], [2.551, -3.127, 3.495], [-0.016, 1.332, 2.702], [-2.908, 2.780, 1.259], [0.534, 0.736, 4.249], [2.485, 5.038, -2.673], [-4.288, -3.407, -0.593], [2.447, -0.083, -0.914], [-2.295, 0.292, 2.927], [-2.785, 1.912, -3.026], [1.901, -4.041, -2.258], [-3.293, -4.203, 1.361], [-1.401, 2.375, 2.055], [0.310, 1.188, -2.868], [-3.857, -4.036, -2.189], [-3.516, -3.394, 2.907], [0.025, 4.786, -0.355], [-3.581, 0.080, -0.663], [0.574, 3.390, 0.574], [3.101, 1.693, 0.898], [3.826, -1.921, 3.269], [-3.912, 0.543, -3.034], [-1.954, 3.478, -1.210], [-2.011, -1.531, 2.227], [-3.406, -1.660, 1.154], [-0.562, -4.990, -0.957]]}